[1]
Here is C2H5OPS2 as an isolated structure from the OMol25 dataset. Energies are from the ωB97M-V functional and the def2-TZVPD basis.

Structure (XYZ):
```
11
Properties=species:S:1:pos:R:3:forces:R:3
C 0.9620 -1.3254 -1.2281 3.25 -2.00 -0.16
C 0.0660 -0.4221 -0.9582 -1.15 1.73 -1.42
O -1.7152 1.6125 -0.4312 2.54 -2.84 2.97
P -0.4677 0.1867 0.6698 -3.09 0.36 -1.98
S -1.3987 -0.8846 2.0130 0.65 0.66 -1.15
S 0.9094 1.4564 1.4090 1.04 1.38 -0.41
H 1.4088 -1.4900 -2.2709 -1.19 0.24 1.50
H 1.5382 -1.9057 -0.4413 -0.99 0.69 -0.84
H -0.3429 0.1530 -1.8513 0.21 -0.58 1.64
H -2.0762 1.6642 0.4679 -0.91 0.86 -0.37
H 1.1163 0.9548 2.6213 -0.36 -0.50 0.23
```
Positions in Å, forces in eV/Å.

Output
Multiplicity: 1
Charge: 0
HOMO energy: -9.65 eV
Energy above the lowest of the compared OMol25 structures with the same formula, charge and spin: 2.025 eV
Orbital gap: 9.242 eV

---

[2]
Here is C3H10N4 as an isolated structure from the OMol25 dataset. Energies are from the ωB97M-V functional and the def2-TZVPD basis.

Structure (XYZ):
```
17
Properties=species:S:1:pos:R:3:forces:R:3
C -1.8242 -0.9271 0.8527 -0.06 0.00 0.07
N -0.6154 -0.1664 1.1952 -1.71 2.87 -0.31
C 0.4427 -0.2969 0.3456 0.44 0.31 -2.00
C 0.4461 0.3455 -0.8994 0.76 -0.49 2.26
N 1.7093 -0.6710 0.8903 0.28 -0.15 0.02
N -0.6286 1.1127 -1.1985 -1.74 0.68 1.68
N 1.6381 0.4334 -1.6099 -0.07 0.00 -0.30
H -1.0717 1.0267 0.9708 1.23 -2.73 1.51
H 1.5986 -0.8627 1.8787 0.00 -0.02 -0.07
H 2.0754 -1.5045 0.4412 -0.05 0.01 0.13
H -1.1071 1.4783 -0.1085 1.15 -0.40 -3.37
H 1.7106 1.2123 -2.2492 -0.05 -0.05 0.06
H -0.4250 1.8484 -1.8675 -0.15 0.09 0.29
H 2.4527 0.3443 -1.0120 -0.05 0.01 0.09
H -2.1442 -0.7861 -0.1841 0.10 -0.13 -0.01
H -2.6328 -0.6040 1.5082 -0.01 -0.04 0.05
H -1.6244 -1.9828 1.0464 -0.06 0.04 -0.10
```
Positions in Å, forces in eV/Å.

Output
Multiplicity: 1
Charge: 0
HOMO energy: -6.86 eV
Energy above the lowest of the compared OMol25 structures with the same formula, charge and spin: 2.760 eV
Orbital gap: 7.733 eV

---

[3]
Here is a 2-piece molecular cluster, C4H8N2 overall from the OMol25 dataset. Energies are from the ωB97M-V functional and the def2-TZVPD basis.

Structure (XYZ):
```
14
Properties=species:S:1:pos:R:3:forces:R:3
C 1.2210 -1.8925 -0.5564 -1.65 1.78 0.53
C -0.8887 0.4252 0.0098 -0.93 2.50 2.07
C 1.8680 -0.7344 -0.5800 -0.43 -2.56 1.30
C -0.7714 1.8483 0.4317 -0.39 0.90 0.21
N 0.3811 -2.7463 -0.6289 3.15 -1.85 -0.18
N -1.2166 -0.4577 0.7891 -1.31 -3.61 0.89
H 1.9583 -0.4442 -1.5458 0.71 1.51 -2.70
H -0.4778 0.1448 -0.8844 0.90 -0.32 -2.46
H 2.1146 -0.1482 0.2583 0.56 0.23 0.76
H 0.1015 1.8769 1.0379 1.36 0.30 -0.02
H -1.4023 2.5701 0.9871 -1.00 -1.58 0.09
H -0.6994 2.3468 -0.4703 1.15 1.63 -1.80
H -0.5739 -2.7063 -0.4677 -1.93 0.77 0.24
H -1.6145 -0.0825 1.6196 -0.21 0.31 1.07
```
Positions in Å, forces in eV/Å.

Output
Multiplicity: 1
Charge: 0
HOMO energy: -8.39 eV
Energy above the lowest of the compared OMol25 structures with the same formula, charge and spin: 3.517 eV
SMILES: [H]/N=C\C.C=C=N
Orbital gap: 9.297 eV

---

[4]
Here is C27H29N5O4 in the gas phase from the OMol25 dataset. Energies are from the ωB97M-V functional and the def2-TZVPD basis.

Structure (XYZ):
```
65
Properties=species:S:1:pos:R:3:forces:R:3
C -5.1561 1.4283 3.6618 -0.06 0.13 -0.13
H -6.2398 1.3344 3.7178 0.07 0.04 -0.05
O -4.6459 0.5505 4.6318 0.19 -0.18 0.21
C -3.2901 0.4746 4.7919 0.08 -0.05 0.05
C -2.8439 -0.3980 5.7845 -0.19 0.03 -0.08
C -1.4956 -0.5475 6.0264 -0.11 0.07 -0.10
C -0.5528 0.1665 5.2936 0.14 0.22 0.01
C -1.0050 1.0298 4.3080 0.08 -0.10 0.23
C -2.3570 1.1903 4.0533 -0.40 0.07 -0.11
H -2.6653 1.8758 3.2792 -0.07 0.06 -0.06
H -0.2913 1.5913 3.7232 0.08 0.05 -0.06
C 0.9155 -0.0398 5.5253 0.03 -0.30 -0.20
H 1.4734 0.8488 5.2267 0.05 0.01 0.06
H 1.1086 -0.2351 6.5813 0.03 0.05 0.04
C 1.4306 -1.2368 4.7051 0.36 0.09 0.24
N 1.2577 -1.0247 3.2931 -0.19 -0.04 0.20
C 2.2741 -0.6758 2.4891 -0.21 -0.13 0.08
O 3.4394 -0.6299 2.8502 0.34 0.07 0.02
C 1.9059 -0.3673 1.0650 0.78 0.09 -0.42
C 2.9436 -0.1921 0.2066 -0.32 -0.08 0.36
C 2.7352 0.1337 -1.1533 -0.38 0.02 -0.23
C 1.4229 0.2683 -1.6195 1.04 0.17 -0.28
N 1.1430 0.6316 -2.8830 -0.33 -0.04 0.07
C 2.1265 0.8433 -3.7237 0.11 -0.04 0.09
N 3.4500 0.6816 -3.3837 -0.47 0.06 -0.10
C 4.4452 0.8782 -4.2894 0.58 0.14 -0.58
C 4.1764 1.2618 -5.5604 0.14 -0.11 0.31
C 2.8351 1.4694 -5.9444 -0.26 -0.09 0.37
C 1.8202 1.2692 -5.0550 0.23 0.13 -0.41
C 0.3856 1.4783 -5.4138 0.04 -0.03 0.06
H -0.1215 0.5180 -5.4993 -0.13 -0.03 0.02
H -0.1124 2.0461 -4.6316 -0.12 0.04 -0.01
H 0.2993 2.0044 -6.3604 0.00 0.02 -0.07
H 2.6152 1.7914 -6.9510 -0.08 0.04 -0.09
H 4.9777 1.4125 -6.2638 0.13 -0.01 0.01
H 5.4386 0.7087 -3.8997 -0.07 0.00 0.01
C 3.8391 0.3170 -2.0427 -0.02 -0.10 0.36
O 5.0188 0.2046 -1.7895 0.00 0.00 0.01
N 0.3786 0.0680 -0.7734 -0.12 0.03 0.03
C 0.5388 -0.2475 0.5886 0.01 0.10 -0.18
N -0.4414 -0.4091 1.3894 -0.62 -0.06 0.14
H -1.3741 -0.3069 1.0151 0.09 0.04 -0.21
C -0.9524 0.0548 -1.3486 -0.37 -0.39 -0.10
H -0.8809 0.5593 -2.3116 -0.17 -0.01 0.18
H -1.6493 0.5997 -0.7058 0.07 0.00 -0.07
C -1.4358 -1.3990 -1.5594 -0.30 0.28 0.33
C -2.7279 -1.4411 -2.3806 0.24 -0.09 0.13
H -3.2531 -2.3756 -2.1843 -0.03 0.03 0.05
C -2.1975 -1.4150 -3.8162 0.13 -0.01 0.04
H -2.1435 -0.3913 -4.1860 -0.01 0.02 -0.05
C -0.7887 -2.0202 -3.6861 0.07 -0.11 -0.48
H -0.7260 -3.0232 -4.1186 0.00 0.11 0.00
O -0.4993 -2.1433 -2.3034 0.15 -0.01 0.17
H -0.0300 -1.3868 -4.1607 -0.09 -0.08 0.02
H -2.8226 -1.9916 -4.4941 -0.02 0.05 -0.05
H -3.3914 -0.6083 -2.1587 -0.09 0.02 0.03
H -1.5254 -1.9011 -0.5907 -0.03 0.08 -0.12
H 3.9556 -0.2940 0.5708 0.03 0.00 0.11
H 0.3191 -0.9201 2.9077 0.08 -0.03 -0.05
H 0.8887 -2.1418 4.9972 0.08 0.04 0.03
H 2.4995 -1.3761 4.8855 -0.16 -0.09 0.03
H -1.1670 -1.2265 6.8001 0.03 -0.08 0.10
H -3.5789 -0.9461 6.3527 -0.09 -0.07 0.08
H -4.8228 1.1550 2.6545 0.00 0.03 0.03
H -4.8732 2.4663 3.8672 0.00 -0.04 -0.02
```
Positions in Å, forces in eV/Å.

Output
Multiplicity: 1
Charge: 0
HOMO energy: -7.96 eV
Energy above the lowest of the compared OMol25 structures with the same formula, charge and spin: 1.668 eV
SMILES: [H]/N=c1/c(C(=O)NCCc2ccc(OC)cc2)cc2c(=O)n3cccc(C)c3nc2n1C[C@H]1CCCO1
Orbital gap: 7.519 eV

---

[5]
Here is C47H40Br2FI2N5O6SiSr as an isolated structure from the OMol25 dataset. Energies are from the ωB97M-V functional and the def2-TZVPD basis.

Structure (XYZ):
```
105
Properties=species:S:1:pos:R:3:forces:R:3
Sr -0.9360 0.2839 -0.7673 -0.11 -1.46 -0.40
Br -5.3233 1.7541 2.0268 -0.03 0.02 -0.04
C -4.0432 0.5329 2.7028 -0.05 -0.13 0.15
C -4.2137 0.0358 3.9953 -0.10 0.10 -0.06
C -3.3274 -0.8519 4.5386 0.11 -0.04 -0.09
Br -3.6350 -1.5020 6.3073 0.00 0.00 0.00
C -2.1900 -1.2648 3.8042 0.01 -0.07 0.14
C -1.1967 -2.1454 4.2889 -0.10 0.02 0.08
C -0.1122 -2.4378 3.5182 0.12 -0.02 -0.12
C -0.0068 -1.8575 2.2406 0.06 0.06 0.03
N -0.9214 -1.0657 1.7417 -0.41 0.07 0.21
C -2.0134 -0.7576 2.4964 0.15 -0.02 -0.22
C -2.9814 0.1510 1.8566 0.09 -0.07 0.16
O -2.8208 0.5267 0.6762 -0.62 0.12 0.45
H -5.0691 0.3633 4.5717 0.00 0.00 -0.01
H -1.3023 -2.5679 5.2799 -0.01 0.02 0.00
H 0.6684 -3.0982 3.8745 0.00 0.01 0.00
H 0.8597 -2.0353 1.6138 0.00 0.00 0.02
C 3.6704 5.5036 3.2190 -0.04 0.04 0.06
C 4.5628 4.3382 2.8183 -0.01 -0.11 -0.18
C 5.3818 3.8691 4.0094 -0.07 0.02 0.11
C 6.2834 2.7168 3.6169 0.08 -0.01 -0.05
C 5.4594 1.5977 3.0475 -0.06 -0.02 -0.03
C 5.8613 0.2860 3.1604 0.02 -0.03 0.00
C 5.0852 -0.7266 2.6118 0.06 -0.02 0.02
F 5.5221 -2.0030 2.7470 0.01 -0.01 0.01
C 3.9211 -0.4691 1.9514 -0.04 0.05 -0.02
C 3.4885 0.8558 1.8347 -0.10 0.01 -0.07
C 2.2129 1.1074 1.0979 0.00 -0.11 -0.10
O 1.6231 0.1533 0.6052 -0.10 0.16 0.02
C 1.8252 2.5054 1.0257 0.38 -0.08 0.14
C 2.6378 3.4312 1.5852 -0.02 0.03 -0.08
N 3.7905 3.2031 2.2718 0.06 -0.06 0.11
C 4.2473 1.8885 2.3890 0.05 0.25 0.04
C 0.5324 3.0371 0.4151 -0.08 -0.21 0.04
O 0.4812 4.2427 0.1575 0.02 0.09 0.08
O -0.3709 2.1659 0.2896 0.43 1.52 0.49
H 4.2597 6.1968 3.8221 -0.02 0.01 -0.02
H 2.8269 5.1543 3.8172 0.02 0.01 0.02
H 3.2774 6.0574 2.3700 -0.01 -0.02 -0.04
H 5.2599 4.6793 2.0407 0.00 -0.01 0.02
H 4.6965 3.5577 4.8053 0.02 0.00 0.00
H 5.9616 4.7145 4.3848 0.01 -0.01 -0.01
H 6.8663 2.3577 4.4668 -0.02 -0.01 0.01
H 7.0006 3.0665 2.8654 0.01 -0.01 0.01
H 6.7825 0.0356 3.6726 -0.01 -0.01 0.00
H 3.3212 -1.2512 1.5059 -0.01 0.00 0.00
H 2.3270 4.4584 1.4703 -0.02 0.04 0.01
C -0.6794 3.0675 -2.9845 0.15 0.02 0.09
Si -2.2163 2.2139 -3.6012 -0.12 -0.23 0.06
C -2.0059 2.0443 -5.4668 0.14 0.00 -0.19
C -3.6390 3.4127 -3.2938 -0.10 0.12 0.03
N -2.4367 0.7125 -2.8091 -0.40 -0.27 -0.07
C -3.5005 -0.0856 -3.0533 -0.08 0.05 -0.12
C -4.5151 0.1681 -4.0232 0.04 0.04 0.02
C -5.6055 -0.6542 -4.2500 0.02 -0.01 0.03
C -5.7874 -1.8142 -3.5128 0.03 0.03 -0.01
C -4.8297 -2.1176 -2.5470 -0.18 -0.02 -0.07
C -3.7346 -1.3078 -2.3506 0.16 0.12 0.23
O -2.8086 -1.6351 -1.3373 -0.06 -0.09 -0.31
C -2.7523 -2.9568 -0.9758 0.04 0.34 -0.07
C -2.4215 -3.9290 -1.9103 0.07 -0.18 0.05
C -2.3159 -5.2474 -1.5026 0.02 0.02 0.02
C -2.5312 -5.5945 -0.1702 0.01 0.03 -0.02
C -2.8667 -4.6102 0.7486 -0.01 0.08 0.00
C -2.9950 -3.2836 0.3454 0.02 -0.19 0.08
H -0.3352 3.7692 -3.7526 -0.01 0.02 0.05
H 0.1355 2.3618 -2.8047 0.00 0.03 -0.05
H -0.8499 3.6286 -2.0634 0.02 -0.01 0.03
H -1.7869 3.0209 -5.9112 0.00 -0.01 -0.03
H -2.8729 1.6218 -5.9767 0.00 0.00 0.00
H -1.1512 1.3889 -5.6605 0.00 0.02 -0.03
H -3.3330 4.4349 -3.5388 -0.02 0.00 0.00
H -3.8927 3.3784 -2.2308 0.00 0.04 0.00
H -4.5437 3.1799 -3.8585 -0.01 0.01 -0.01
H -4.4287 1.0706 -4.6111 -0.01 0.00 -0.02
H -6.3245 -0.3717 -5.0124 -0.01 0.00 0.00
H -6.6406 -2.4626 -3.6639 -0.01 0.01 0.00
H -4.9497 -3.0045 -1.9362 0.00 0.04 -0.02
H -2.2420 -3.6339 -2.9360 0.00 0.00 0.01
H -2.0409 -6.0057 -2.2258 0.00 -0.02 0.01
H -2.4370 -6.6262 0.1456 0.00 -0.01 0.00
H -3.0374 -4.8645 1.7879 0.00 -0.02 0.00
H -3.2746 -2.5019 1.0398 0.02 -0.03 -0.04
I 2.5411 1.2231 -4.8149 0.00 0.15 -0.06
C 2.3382 -0.6643 -3.9770 0.17 -0.26 -0.15
C 3.0543 -1.7339 -4.5209 -0.07 0.15 0.05
C 2.9711 -2.9891 -3.9801 -0.17 0.06 0.18
I 4.0952 -4.5165 -4.8505 0.09 -0.13 -0.08
C 2.1443 -3.2279 -2.8470 0.12 -0.12 -0.11
C 2.0271 -4.4776 -2.1961 0.06 0.03 -0.08
C 1.2200 -4.6018 -1.1072 -0.09 0.00 0.08
C 0.4988 -3.4785 -0.6642 -0.10 -0.06 0.07
N 0.5749 -2.3031 -1.2327 0.24 0.09 -0.38
C 1.3972 -2.1537 -2.3118 -0.15 0.14 0.25
C 1.4822 -0.7910 -2.8670 0.00 -0.18 0.20
O 0.8444 0.1500 -2.3452 0.49 0.04 -0.55
H 3.6885 -1.5561 -5.3794 0.00 0.00 0.00
H 2.5866 -5.3257 -2.5700 0.00 0.01 0.00
H 1.1092 -5.5476 -0.5921 -0.01 0.01 0.00
H -0.1771 -3.5708 0.1807 0.00 -0.01 -0.03
N -0.2521 1.8383 3.5464 0.06 0.04 0.13
H -0.4558 1.3021 2.7081 0.02 -0.03 -0.08
H 0.6517 2.2640 3.3618 -0.07 0.02 0.02
H -0.9234 2.5999 3.5220 -0.01 0.00 0.01
```
Positions in Å, forces in eV/Å.

Output
Multiplicity: 1
Charge: -2
HOMO energy: -1.74 eV
Energy above the lowest of the compared OMol25 structures with the same formula, charge and spin: 0.353 eV
Orbital gap: 5.070 eV

---

[6]
Here is C5H7NO in the gas phase from the OMol25 dataset. Energies are from the ωB97M-V functional and the def2-TZVPD basis.

Structure (XYZ):
```
14
Properties=species:S:1:pos:R:3:forces:R:3
O -2.1816 -1.8753 -0.5464 -0.03 0.11 -0.25
C -1.0783 -1.6481 0.2229 0.36 0.06 0.18
C -0.0782 -0.8526 -0.1034 -0.25 -0.11 0.06
C 0.5328 0.1896 -0.8938 -0.05 0.05 -0.40
C 0.3254 1.5398 -0.2034 -0.04 0.11 -0.03
C 0.9434 0.8829 1.0536 0.03 0.19 0.26
N 1.1909 -0.4142 0.3413 0.08 -0.19 0.20
H -1.1024 -2.2060 1.1530 0.09 0.00 -0.15
H -2.0254 -1.4663 -1.4084 -0.15 -0.04 0.10
H 0.9504 0.0494 -1.8886 -0.07 -0.01 0.17
H -0.7091 1.8883 -0.1322 0.17 -0.05 -0.04
H 0.9489 2.3367 -0.6145 -0.08 -0.12 0.05
H 0.2934 0.7616 1.9253 0.09 0.05 -0.11
H 1.8923 1.3273 1.3624 -0.15 -0.05 -0.05
```
Positions in Å, forces in eV/Å.

Output
Multiplicity: 1
Charge: 0
HOMO energy: -8.54 eV
Energy above the lowest of the compared OMol25 structures with the same formula, charge and spin: 3.447 eV
SMILES: O/C=C1\[C@H]2CCN12
Orbital gap: 9.352 eV

---

[7]
Here is CH2FLi as an isolated structure from the OMol25 dataset. Energies are from the ωB97M-V functional and the def2-TZVPD basis.

Structure (XYZ):
```
5
Properties=species:S:1:pos:R:3:forces:R:3
H 0.6857 -0.3536 1.4489 -1.50 0.19 -3.17
C -0.1078 0.1311 0.0094 1.85 0.57 4.24
Li 0.5484 -1.0951 -1.7711 0.07 -0.16 0.13
F -1.3850 0.1449 0.2429 -0.32 -0.43 -0.31
H 0.2586 1.1726 0.0699 -0.10 -0.17 -0.89
```
Positions in Å, forces in eV/Å.

Output
Multiplicity: 2
Charge: +1
HOMO energy (spin up / spin down): -15.69 / -15.91 eV
Orbital gap (spin up / spin down): 10.601 / 8.356 eV

---

[8]
Here is C7H12Br2 in the gas phase from the OMol25 dataset. Energies are from the ωB97M-V functional and the def2-TZVPD basis.

Structure (XYZ):
```
21
Properties=species:S:1:pos:R:3:forces:R:3
Br -2.0037 -0.0134 -3.2412 0.36 -0.32 -0.20
Br 0.5783 -2.6368 1.6485 0.21 1.07 -0.56
C -0.0704 -0.2512 -2.9794 -0.06 0.24 0.47
C 0.2950 0.2281 -1.5592 -1.60 -1.37 -0.28
C 0.0042 -1.0345 -0.7265 2.01 0.55 1.25
C -0.2988 1.5693 1.6125 -0.35 -1.15 0.74
C 0.1297 0.7074 2.8181 -0.17 0.25 -2.24
C 0.5521 -0.8320 0.6840 -1.64 0.17 0.16
C -0.4178 0.0646 1.4508 0.54 -0.78 2.89
H 0.4176 0.4165 -3.6470 0.10 0.27 -1.08
H 0.2386 -1.3242 -3.1824 -0.61 1.43 0.28
H -0.3367 1.0221 -1.1406 0.07 0.06 -0.75
H 1.3138 0.6083 -1.6008 0.29 -0.46 0.47
H 0.6124 -1.7975 -1.1478 0.31 -1.00 -0.51
H -1.0286 -1.3663 -0.7362 -0.17 0.30 -0.05
H -1.2260 2.1113 1.7999 0.17 -0.16 -0.31
H 0.3824 2.0870 0.9718 0.54 0.23 -0.05
H 1.1671 0.5910 3.1363 -0.13 -0.05 -0.69
H -0.5033 0.8148 3.6706 -0.63 -0.27 0.21
H 1.5674 -0.4551 0.6045 0.14 -0.17 0.44
H -1.3733 -0.5094 1.5641 0.62 1.16 -0.19
```
Positions in Å, forces in eV/Å.

Output
Multiplicity: 1
Charge: 0
HOMO energy: -9.90 eV
SMILES: BrCCC[C@H](Br)C1CC1
Orbital gap: 10.715 eV